The following is a quantum chemistry calculation of 2 unconnected molecules or ions with the total composition C9H9N4O2, from the Open Molecules 2025 dataset.

The calculation puts the frontier orbital gap (alpha / beta) at 2.6 / 2.6 eV. As for the charge: +1. The energy above the lowest of the compared OMol25 structures with the same formula, charge and spin comes out at 720.2 kJ/mol. The value obtained for the HOMO energy (alpha / beta) is -10.217 / -10.217 eV. As for the LUMO energy (alpha / beta): -0.280 / -0.280 Eh.

Geometry as XYZ:
```
24
Properties=species:S:1:pos:R:3:mulliken_charge:R:1
H 5.62437 2.83792 -0.53290 0.306
H -2.79805 -1.80766 -2.30101 0.439
N 0.96395 -1.95991 -0.25871 -0.309
H 5.88850 0.47820 0.02729 0.345
H -4.99318 0.33305 -0.01188 0.454
O 2.51229 -0.33062 -0.31585 -0.766
C 1.36600 -0.66687 -0.36157 0.403
N 0.40122 0.29457 -0.40899 -0.107
C -1.84406 -0.94055 -0.48604 0.195
C -1.79910 1.34133 -0.27021 -0.355
C -0.99091 0.18767 -0.39530 0.773
N 4.83133 2.25127 -0.31990 -0.155
O 1.59835 -4.22184 0.13084 -0.362
H -3.83765 2.17816 -0.09747 0.305
C -3.95506 0.17545 -0.01904 -0.574
C 1.41399 -3.09008 -0.07061 0.608
C -3.28323 -1.12680 -0.02382 -0.447
C -2.57762 -1.57484 -1.34653 -0.683
N 5.07293 0.95557 -0.29316 0.208
H 0.81796 1.25124 -0.47720 0.220
C -3.19690 1.29783 -0.19174 -0.595
H -1.20303 2.21553 -0.14360 0.334
H -3.39783 -1.96761 0.77155 0.332
H 4.22105 0.43628 -0.28142 0.431
```